(1)
DFT (the ωB97M-V functional and the def2-TZVPD basis) results for an isolated molecule of C20H38O2.

The geometry in XYZ format:
```
60
Properties=species:S:1:pos:R:3:forces:R:3:mulliken_charge:R:1
C -1.92265 4.00414 2.05606 0.02 -0.24 -0.05 -1.30
H -2.29091 4.87703 1.52074 -0.04 0.13 -0.01 0.30
C -1.60627 2.87724 1.07920 -0.01 0.19 -0.11 -0.33
C -0.60494 3.28457 -0.00157 0.07 -0.24 0.27 -0.62
C 0.81338 3.48895 0.52766 -0.15 0.07 -0.43 -0.38
C 1.77593 3.88682 -0.58931 0.13 0.10 0.33 -0.49
C 3.21828 4.06069 -0.10851 -0.07 -0.15 -0.01 -0.89
C 3.93176 2.74652 0.21474 0.00 0.25 -0.21 -0.44
H 3.30494 2.13148 0.86181 0.03 -0.06 0.09 0.22
H 4.84978 2.96717 0.76540 -0.02 -0.08 0.07 0.36
C 4.29666 1.94261 -1.03984 -0.06 -0.08 0.24 -0.57
C 4.90646 0.62733 -0.66471 0.13 0.15 -0.13 -0.66
C 4.24959 -0.51654 -0.54822 -0.04 -0.07 -0.02 -0.43
C 2.78378 -0.71842 -0.80004 0.06 -0.14 0.06 -0.17
H 2.48674 -0.20335 -1.71645 -0.09 0.06 -0.01 0.40
C 2.41832 -2.19647 -0.90987 -0.34 0.31 -0.07 -1.10
C 0.92256 -2.40426 -1.13857 0.30 -0.35 0.11 -0.45
C 0.56576 -3.88732 -1.20417 -0.21 0.18 -0.22 -0.75
C -0.90714 -4.15214 -1.51584 0.15 0.00 0.33 -0.67
C -1.84683 -3.68493 -0.40599 -0.04 -0.15 -0.29 -0.54
H -1.82984 -2.59619 -0.33796 0.02 0.04 0.09 0.25
H -1.51308 -4.09180 0.55165 0.01 0.05 0.05 0.29
C -3.28841 -4.14084 -0.66372 0.06 0.16 0.22 -0.67
C -4.17065 -3.62937 0.44896 0.06 -0.39 -0.25 0.54
O -4.37333 -4.19858 1.48928 0.00 -0.01 0.16 -0.60
O -4.68149 -2.43359 0.13747 0.03 0.29 -0.30 -0.35
C -5.47662 -1.78133 1.12921 -0.19 0.11 0.46 -0.29
C -4.60920 -1.00890 2.11217 -0.09 -0.24 -0.30 -1.01
H -3.98511 -0.29207 1.58271 0.04 0.09 -0.01 0.20
H -5.24250 -0.47662 2.81708 -0.03 0.07 0.09 0.39
H -3.97092 -1.69604 2.66198 0.04 -0.02 0.08 0.31
H -6.13508 -1.11114 0.57180 0.07 -0.13 0.06 0.31
H -6.06937 -2.53475 1.65719 0.02 0.14 -0.12 0.34
H -3.63940 -3.74167 -1.61561 0.00 -0.05 -0.01 0.35
H -3.33442 -5.22986 -0.67730 -0.06 0.03 0.01 0.40
H -1.17634 -3.65550 -2.45037 -0.04 -0.03 -0.11 0.32
H -1.04260 -5.22691 -1.66004 -0.07 -0.02 -0.08 0.37
H 0.82234 -4.36140 -0.25382 0.06 -0.07 0.03 0.32
H 1.17445 -4.35921 -1.98067 0.07 -0.03 0.06 0.37
H 0.62636 -1.91899 -2.07163 -0.07 0.08 -0.03 0.32
H 0.37193 -1.92790 -0.32468 -0.06 0.10 -0.01 0.27
H 2.97756 -2.64423 -1.73570 0.06 -0.07 0.03 0.40
H 2.71382 -2.71095 0.00783 0.08 -0.06 0.01 0.45
H 2.21071 -0.26886 0.01942 -0.07 0.02 -0.05 0.16
H 4.78811 -1.40257 -0.23788 0.16 -0.08 0.08 0.40
H 5.96424 0.65409 -0.43762 0.14 -0.10 0.06 0.37
H 3.40081 1.77910 -1.63890 0.00 0.04 -0.09 0.19
H 5.00590 2.52119 -1.63755 -0.07 0.02 -0.06 0.42
H 3.78852 4.58578 -0.87771 0.08 0.09 0.02 0.38
H 3.21374 4.69053 0.78469 0.02 0.10 -0.02 0.36
H 1.73805 3.13834 -1.38188 -0.06 -0.02 -0.13 0.19
H 1.43556 4.83234 -1.02004 -0.05 -0.04 -0.08 0.43
H 1.15026 2.56384 0.99792 0.02 -0.06 0.12 0.23
H 0.81575 4.26965 1.29009 0.06 0.01 0.11 0.22
H -0.58103 2.50475 -0.76911 0.01 0.06 -0.07 0.33
H -0.94939 4.20458 -0.48001 -0.03 0.04 -0.10 0.26
H -1.21473 2.01831 1.63076 -0.04 -0.08 -0.04 0.29
H -2.53431 2.56309 0.59560 -0.01 -0.09 0.03 0.29
H -1.03905 4.29353 2.61954 0.05 0.09 0.09 0.32
H -2.68642 3.68902 2.76436 -0.05 0.06 0.10 0.38
```
Positions in Å, forces in eV/Å.

Frontier orbital gap, eV: 9.87
SMILES string: CCCCCCCC/C=C\CCCCCCCC(=O)OCC
Molar mass, g mol⁻¹: 310.52
HOMO, eV: -9.133
Multiplicity: 1
LUMO energy, eV: 0.740

=====

(2)
DFT (the ωB97M-V functional and the def2-TZVPD basis) results for a structure of composition CH3I3N at a distorted geometry.

The geometry in XYZ format:
```
8
Properties=species:S:1:pos:R:3:forces:R:3:mulliken_charge:R:1
C -0.97697 0.09536 0.44916 -0.40 -0.33 -0.33 -0.05
N -0.10861 -0.00963 1.43247 0.43 0.64 -1.58 -0.30
I -1.69587 1.94424 -0.41585 0.75 -1.41 0.98 0.36
I 1.60230 0.59175 -1.89956 -0.83 2.12 0.75 -0.06
I -1.77381 -1.71386 -0.42141 0.46 1.36 0.85 0.32
H 2.19619 -0.68535 -2.43758 1.03 -2.15 -0.87 0.13
H 0.63261 0.74240 1.54081 -1.43 -0.98 0.32 0.33
H 0.12416 -0.96490 1.75195 0.00 0.76 -0.12 0.28
```
Positions in Å, forces in eV/Å.

Frontier orbital gap, eV: 7.90
Total charge: +1
Molar mass, g mol⁻¹: 409.75
HOMO, eV: -13.484
Multiplicity: 1
LUMO energy, eV: -5.582

=====

(3)
DFT (the ωB97M-V functional and the def2-TZVPD basis) results for a structure of composition C25H42N7O3S3Si3Ti at a distorted geometry.

The geometry in XYZ format:
```
84
Properties=species:S:1:pos:R:3:forces:R:3:mulliken_charge:R:1
Ti 0.46569 0.40933 -0.22221 -0.61 0.80 -0.75 -1.27
C -0.03744 4.70044 4.79705 0.02 0.02 0.03 -1.19
C 1.09082 3.76929 4.57728 0.00 -0.06 -0.19 0.96
N 1.98517 3.42053 5.43463 0.11 0.13 0.40 -0.85
N 2.76888 2.51639 4.77970 -0.25 0.07 -0.28 0.23
C 2.36585 2.26763 3.52169 0.01 0.02 0.31 0.24
S 2.98401 1.14901 2.45534 0.22 -0.06 -0.22 -0.48
N 1.29669 3.10706 3.37824 0.23 -0.01 0.36 0.33
N 0.58216 3.24655 2.20731 -0.53 0.02 -0.12 -0.67
H -0.01651 5.04897 5.82581 0.03 0.00 0.00 0.36
H -0.98410 4.18822 4.61584 -0.02 0.04 -0.03 0.26
H 0.03286 5.56070 4.13001 -0.05 0.00 0.00 0.31
H 3.57771 2.12545 5.22843 -0.01 -0.10 0.01 0.18
H -0.40510 3.07339 2.41051 0.11 -0.15 -0.19 0.05
H 0.69454 4.18758 1.84620 0.06 -0.02 -0.04 0.34
S 0.06657 2.87927 -1.09025 0.44 -0.24 0.28 -0.67
C -1.39587 2.24093 -0.55225 -0.57 0.04 0.07 0.36
N -1.44413 0.94772 -0.26125 -1.27 0.57 -0.24 1.18
C -2.68918 0.56501 0.22921 -0.42 -0.10 0.23 -1.50
C -3.04675 -0.68945 0.71035 0.22 0.06 -0.10 0.20
C -4.33069 -0.88821 1.17938 0.08 -0.02 0.00 -1.15
C -5.26811 0.14384 1.15802 -0.01 0.00 0.02 -0.74
C -4.92368 1.39732 0.68669 -0.05 0.10 0.01 -0.43
C -3.62703 1.60122 0.24256 0.23 -0.06 -0.10 1.30
S -2.89383 3.08623 -0.31734 0.28 -0.28 0.03 -0.32
H -2.31190 -1.48180 0.71433 -0.08 -0.09 0.00 0.34
H -4.60782 -1.85787 1.57043 -0.02 -0.01 -0.03 0.48
H -6.26845 -0.03773 1.52547 -0.02 0.03 -0.02 0.43
H -5.63579 2.21104 0.67347 -0.05 -0.03 0.04 0.47
C 3.23130 1.65146 -0.84792 0.38 0.38 -0.06 -1.03
O 2.16187 0.73525 -1.13484 1.20 0.21 -0.25 0.42
Si 1.85114 0.05131 -2.69794 -0.04 0.04 -0.41 -0.16
C 1.68640 1.49680 -3.90242 -0.15 -0.26 0.28 -1.25
C 3.36770 -0.89562 -3.29877 -0.31 -0.03 0.31 -1.36
C 0.30509 -0.77948 -1.98359 0.21 0.30 0.27 2.04
Si 0.63531 -2.61078 -1.48613 0.10 -0.83 -0.04 0.45
C 0.36844 -3.80617 -2.92772 -0.09 0.38 0.05 -1.21
C -0.52460 -3.29630 -0.13496 0.15 0.39 -0.19 -1.02
C 2.42502 -2.96795 -0.94651 -0.20 0.33 -0.15 -1.27
Si -1.20156 -0.60843 -3.16299 -0.43 -0.05 -0.45 0.62
C -1.80132 1.13693 -3.59619 0.30 -0.19 0.24 -1.11
C -2.74760 -1.53155 -2.57159 0.36 0.09 -0.01 -1.17
C -0.69575 -1.35187 -4.83695 0.01 0.02 0.29 -1.25
H 4.00159 1.14683 -0.27017 -0.09 -0.07 0.01 0.29
H 2.84658 2.48794 -0.26893 -0.04 -0.07 0.01 0.29
H 3.66242 2.02480 -1.77872 -0.12 -0.09 -0.06 0.33
H 2.67101 1.84747 -4.21655 0.07 -0.12 0.05 0.54
H 1.15692 2.34325 -3.47038 -0.09 -0.04 -0.04 0.26
H 1.15624 1.19161 -4.80654 0.00 -0.04 -0.02 0.38
H 4.01707 -0.24601 -3.88586 -0.10 0.12 0.00 0.49
H 3.06377 -1.71697 -3.95175 -0.01 -0.05 0.01 0.32
H 3.96298 -1.31671 -2.49019 -0.05 -0.04 0.02 0.41
H -0.68161 -3.88392 -3.21249 -0.01 -0.01 -0.03 0.31
H 0.70194 -4.80278 -2.63280 0.04 0.01 0.11 0.45
H 0.93784 -3.51561 -3.81176 0.00 -0.03 -0.03 0.33
H -1.54860 -3.40010 -0.49206 -0.01 0.01 0.01 0.44
H -0.54398 -2.69837 0.77656 -0.04 -0.08 0.06 0.18
H -0.18771 -4.29857 0.13791 0.11 -0.01 -0.05 0.56
H 3.04250 -3.20143 -1.81346 -0.03 -0.05 -0.02 0.44
H 2.45030 -3.84515 -0.29697 -0.11 -0.02 0.02 0.52
H 2.88404 -2.14051 -0.40892 0.09 -0.06 0.01 0.13
H -2.26393 1.66141 -2.76496 -0.07 0.02 0.03 0.28
H -2.56970 1.03135 -4.36542 0.02 -0.13 -0.04 0.51
H -1.01705 1.77565 -3.99966 -0.02 0.02 -0.02 0.32
H -3.42419 -0.87887 -2.02167 0.01 0.03 0.04 0.28
H -2.52227 -2.39067 -1.94230 -0.06 -0.03 -0.02 0.21
H -3.28816 -1.90044 -3.44542 0.02 0.02 -0.06 0.58
H 0.37423 -1.25762 -5.03673 0.02 -0.01 -0.08 0.26
H -1.23279 -0.85411 -5.64541 0.00 0.08 0.01 0.45
H -0.94742 -2.41055 -4.88863 0.06 0.00 -0.01 0.40
C 1.88303 -2.65019 2.87989 0.26 -0.01 -0.14 -0.75
N 0.85478 -1.61797 2.95486 0.14 0.00 -0.44 0.54
C 0.07141 -1.41894 4.06595 -0.20 0.20 0.19 -0.32
C -0.85135 -0.44349 4.11823 0.07 -0.14 0.02 -1.20
C -1.00594 0.46968 2.99837 -0.18 0.63 -0.20 0.28
O -1.74213 1.44965 2.98871 0.20 -0.17 0.14 -0.75
N -0.20655 0.18574 1.90284 0.41 -0.33 -0.51 0.85
C 0.66942 -0.79026 1.90717 -0.39 -0.28 1.37 -0.43
O 1.32596 -0.94032 0.81098 0.67 -0.66 0.16 -0.44
H 1.83471 -3.26916 3.77036 -0.05 0.01 0.01 0.40
H 2.86555 -2.18325 2.80795 -0.02 0.01 0.07 0.26
H 1.72904 -3.26188 1.99279 -0.06 -0.03 0.06 0.11
H 0.25936 -2.09000 4.89204 -0.02 -0.05 -0.03 0.51
H -1.47527 -0.30321 4.98694 0.04 0.01 0.03 0.53
```
Positions in Å, forces in eV/Å.

Frontier orbital gap, eV: 7.16
Total charge: +1
Molar mass, g mol⁻¹: 716.98
HOMO, eV: -10.673
Multiplicity: 1
LUMO energy, eV: -3.517

=====

(4)
DFT (the ωB97M-V functional and the def2-TZVPD basis) results for a structure of composition C4H7CsMgO2 at a distorted geometry.

The geometry in XYZ format:
```
15
Properties=species:S:1:pos:R:3:forces:R:3:mulliken_spin:R:1
O 1.42855 1.42286 -0.21720 -1.30 0.66 -0.36 0.01
C 0.25565 1.78031 -0.33232 2.30 -0.49 0.43 0.00
C -0.88526 0.89764 0.03140 -1.01 0.13 -1.85 0.02
Cs 5.79470 3.04376 -0.95617 -0.13 -0.15 0.05 0.00
H 0.06401 2.80794 -0.69888 -0.26 -0.18 0.11 0.00
H -1.22106 1.17283 1.04105 0.15 -0.30 -0.07 0.00
H -1.70830 1.19194 -0.64552 0.04 0.05 0.44 0.00
C -1.58649 -1.38564 0.64918 0.37 -0.01 0.59 0.79
C -0.63099 -0.60060 -0.15418 1.31 -1.60 -1.37 -0.04
O -1.82693 -2.66155 0.24874 0.06 -0.15 -0.44 0.08
H -1.73623 -1.18192 1.71428 -0.10 0.13 -0.26 0.03
H 0.45789 -0.76838 -0.07588 0.01 -0.05 1.60 0.08
H -0.54667 -1.16605 -1.18299 -1.42 1.97 0.88 0.02
H -2.75991 -2.87866 0.33647 -0.02 -0.09 0.24 0.01
Mg 4.90104 -1.67446 0.24203 0.00 0.09 -0.02 0.00
```
Positions in Å, forces in eV/Å.

Frontier orbital gap (spin up / spin down), eV: 5.50 / 6.07
Total charge: +1
Molar mass, g mol⁻¹: 244.31
HOMO (spin up / spin down), eV: -9.241 / -9.810
Multiplicity: 2
LUMO energy (spin up / spin down), eV: -3.737 / -3.737

=====

(5)
DFT (the ωB97M-V functional and the def2-TZVPD basis) results for a cluster of 2 separate species, C10H25BNS2 in total at a distorted geometry.

The geometry in XYZ format:
```
39
Properties=species:S:1:pos:R:3:forces:R:3:mulliken_charge:R:1
C 0.86123 4.45963 0.69127 0.11 0.34 -0.08 -1.30
C -0.33868 3.79955 0.03036 0.17 -0.64 0.19 -0.32
N -0.40773 2.28215 0.20554 -0.02 0.20 0.08 0.28
C -0.50567 2.00774 1.69473 0.11 -0.01 -0.74 -0.36
C -0.54018 0.52929 2.03392 -0.07 -0.30 0.50 -1.19
C -1.69810 1.84668 -0.44691 0.53 0.33 0.09 -0.24
C -1.75914 2.20873 -1.92217 -0.48 -0.11 -0.49 -1.28
B 0.87631 1.50148 -0.45728 0.34 -0.29 -0.41 0.39
H 0.65735 0.26620 -0.47529 -0.16 0.63 0.09 -0.41
H 0.83157 5.51267 0.38263 0.12 -0.18 0.10 0.43
H 0.81735 4.45747 1.78954 0.01 -0.07 -0.37 0.36
H 1.81829 4.03580 0.35635 -0.39 0.08 0.11 0.30
H -1.27312 4.18343 0.47388 0.23 0.00 -0.26 0.29
H -0.33504 3.99407 -1.04996 0.06 -0.08 0.47 0.34
H 0.36548 2.47983 2.16661 -0.34 -0.22 -0.19 0.30
H -1.42736 2.50424 2.03528 0.29 -0.09 0.08 0.28
H -0.50465 0.45165 3.12603 -0.05 -0.06 -0.12 0.46
H -1.45666 0.02122 1.70956 0.16 0.19 0.01 0.30
H 0.32339 -0.01958 1.64148 -0.16 0.36 0.10 0.16
H -1.77851 0.76376 -0.30975 -0.02 0.28 -0.02 0.21
H -2.49814 2.36425 0.10325 0.01 -0.32 -0.13 0.30
H -2.59647 1.65402 -2.35951 0.09 0.08 0.01 0.41
H -1.97574 3.27009 -2.10160 0.09 -0.31 0.14 0.37
H -0.85551 1.93588 -2.48040 -0.23 0.03 0.33 0.32
H 1.05636 1.84880 -1.61460 -0.23 0.13 0.39 -0.17
H 1.87114 1.75361 0.18750 -0.22 -0.10 0.18 -0.19
C 0.78685 -5.67216 -0.86098 0.09 0.05 -0.36 -0.55
C -0.47513 -5.03224 -0.30511 -0.05 -0.36 -0.53 -0.63
S -0.65693 -3.23469 -0.60035 -0.54 0.43 1.34 0.10
C 0.83495 -2.55458 -0.24818 0.18 -1.65 -0.52 0.26
S 2.29542 -3.28012 -0.66545 0.52 0.49 1.36 0.07
C 2.07208 -5.05892 -0.32015 -0.02 -0.44 -0.54 -0.60
H 0.77875 -6.73974 -0.61725 -0.02 0.13 0.10 0.35
H 0.78271 -5.61787 -1.95455 0.00 0.04 0.14 0.32
H -1.37155 -5.44276 -0.79651 0.32 0.10 0.21 0.38
H -0.57708 -5.19334 0.77509 -0.02 0.26 -0.23 0.39
H 0.87245 -1.58033 0.22596 -0.08 0.65 -0.95 0.13
H 2.17381 -5.20267 0.76416 0.02 0.27 -0.29 0.39
H 2.95592 -5.50324 -0.80718 -0.36 0.10 0.22 0.37
```
Positions in Å, forces in eV/Å.

Frontier orbital gap, eV: 6.41
Total charge: +1
Molar mass, g mol⁻¹: 234.26
HOMO, eV: -12.296
Multiplicity: 1
LUMO energy, eV: -5.883